# 1
14
Properties=species:S:1:pos:R:3:nbo_charge:R:1 method="wB97M-V/def2-TZVPD" multiplicity=1 lumo_ev=0.35 de_lowest_kcal_mol=7.1 homo_ev=-8.96 homo_lumo_gap_ev=9.31 smiles=CSS.CSS
C 0.53229 -2.52264 0.53646 -0.7362
S -0.36404 -2.88119 -1.04915 0.0794
S 0.66637 -1.81329 -2.48721 -0.1319
H 1.55599 -2.93255 0.56139 0.2240
H -0.06940 -3.03170 1.30810 0.2285
H 0.57785 -1.44747 0.77841 0.2165
H 0.15670 -0.58007 -2.28252 0.1204
C -1.29668 1.91183 0.51054 -0.7838
S -0.21944 3.16460 1.14094 0.1022
S 1.31032 3.13782 -0.28214 -0.1319
H -1.98541 2.46339 -0.15130 0.2237
H -1.88873 1.40746 1.29265 0.2361
H -0.77499 1.14435 -0.08563 0.2274
H 1.79922 1.97944 0.20941 0.1257



# 2
16
Properties=species:S:1:pos:R:3:mulliken_charge:R:1 method="wB97M-V/def2-TZVPD" multiplicity=1 lumo_ev=-12.48 de_lowest_kcal_mol=0.0 homo_ev=-18.46 charge=+3 homo_lumo_gap_ev=5.98
Ba -0.34262 2.23189 2.74157 1.8915
Ba -3.36700 0.91375 -0.30335 1.8774
O -0.86230 1.38517 0.23948 -1.1412
H -0.40925 0.70078 -0.25941 0.2023
C 1.25213 0.94452 -2.58396 -0.5614
O 0.25254 1.98644 -2.42162 -0.4490
H 0.82959 -0.05121 -2.36963 0.2499
H 1.59009 0.97461 -3.60914 0.2733
H 2.11209 1.11273 -1.92719 0.2738
H -0.06484 1.97780 -1.52275 0.3180
C -0.16943 -2.04340 1.65438 -0.2164
O 0.16298 -2.43099 2.95828 -0.4263
H 0.56630 -2.43599 0.95591 0.2810
H -1.15224 -2.44685 1.34672 0.2557
H -0.18532 -0.93333 1.45236 -0.0787
H -0.21272 -1.88592 3.64836 0.2502



# 3
18
Properties=species:S:1:pos:R:3:nbo_charge:R:1 method="wB97M-V/def2-TZVPD" multiplicity=1 lumo_ev=3.26 homo_ev=-4.71 charge=-1 homo_lumo_gap_ev=7.97
C -1.77808 -0.20359 1.46744 -0.4173
N -0.51175 0.48725 1.71475 -0.6376
C -0.01228 1.22738 0.54947 -0.5485
P 0.71863 0.13668 -0.81468 1.2451
O 1.79783 -0.61228 0.25438 -1.0165
I 2.57553 1.87542 -1.36779 -0.4509
O 1.43285 -0.81431 -2.20844 -0.5928
N 0.94989 -2.06030 -2.28773 0.3271
O 0.90800 -2.48353 -3.40255 -0.3882
H -2.36842 -0.26008 2.37683 0.1797
H -2.35134 0.26782 0.66458 0.1667
H -1.59366 -1.22127 1.13348 0.1901
H -0.68031 1.15837 2.44929 0.3426
H -0.78526 1.88942 0.13750 0.1582
H 0.78514 1.87375 0.90076 0.2198
H -0.08966 0.74657 -1.81228 -0.1061
H -0.26951 -0.87953 -0.62270 -0.1470
H 1.27242 -1.12776 0.86769 0.4756



# 4
17
Properties=species:S:1:pos:R:3:nbo_charge:R:1 method="wB97M-V/def2-TZVPD" multiplicity=2 lumo_ev="-3.36 / -7.92" homo_ev="-16.28 / -15.37" s2=0.76 charge=+1 homo_lumo_gap_ev="12.92 / 7.45"
Li 0.05946 -0.70259 0.03164 0.8747
C -1.10067 2.93174 -0.49967 -0.7649
C -0.90030 1.45536 -0.48117 0.7505
O -1.53118 0.76814 0.30701 -0.2900
O 0.00485 0.94778 -1.13605 -0.4607
H -1.79039 3.27186 0.27281 0.2607
H -1.35080 3.37620 -1.46299 0.2778
H -0.18670 3.44921 -0.20814 0.2729
O 1.89512 -1.47807 -0.57941 -0.9751
H 2.73343 -1.53812 -0.12131 0.4931
H 2.04984 -1.90824 -1.42039 0.5041
O -0.90427 -2.28757 -0.43139 -0.9771
H -0.60830 -3.05670 0.05552 0.4972
H -1.83035 -2.45560 -0.60566 0.5095
O 0.87686 -0.65406 2.03873 -0.9459
H 0.75739 -1.58917 2.20464 0.4840
H 1.82600 -0.53017 2.03583 0.4891